## A
Here is the ion C5H9N2 with charge +1 from OMol25. Energies are from the ωB97M-V functional and the def2-TZVPD basis.

Element x y z (Å)
1 C -1.84 -0.07 0.54
2 C 1.97 0.14 -0.06
3 C 1.40 -1.37 0.04
4 C 0.57 -0.20 -0.19
5 C -0.57 1.84 0.12
6 N -0.52 0.41 0.09
7 N -2.25 -1.22 0.01
8 H 2.42 0.86 0.65
9 H 2.50 0.24 -0.94
10 H 1.77 -1.79 -0.94
11 H 1.47 -2.08 0.87
12 H -1.36 2.07 0.88
13 H 0.45 2.14 0.11
14 H -1.03 2.34 -0.81
15 H -3.14 -1.63 0.32
16 H -1.84 -1.69 -0.69

## Properties
Net charge: +1
HOMO energy (eV): -13.768
2S+1: 1
Kohn-Sham gap (eV): 8.7



## B
Here is the ion C5H9N2 with charge +1 from OMol25. Energies are from the ωB97M-V functional and the def2-TZVPD basis.

Element x y z (Å)
1 C 1.29 0.32 0.11
2 C 2.71 0.56 0.21
3 C -0.40 -1.21 -0.10
4 C -0.91 0.26 -0.39
5 C -2.18 0.83 0.25
6 N 0.19 1.07 -0.02
7 N 1.04 -1.06 0.04
8 H 3.21 -0.43 0.31
9 H 3.31 1.44 0.34
10 H -0.77 -1.54 0.82
11 H -0.57 -1.87 -0.99
12 H -1.05 0.51 -1.41
13 H -3.10 0.88 -0.46
14 H -1.98 1.86 0.77
15 H -2.50 0.10 0.97
16 H 1.73 -1.73 -0.43

## Properties
Net charge: +1
HOMO energy (alpha / beta) (eV): -14.483 / -14.573
2S+1: 1
Kohn-Sham gap (alpha / beta) (eV): 6.9 / 7.6



It comes down to B, which is 9.7 kcal/mol more stable than the next structure.